No. 1
The following is a DFT calculation (ωB97M-V with the def2-TZVPD basis set) of the molecule C4H10N2.

```
16
Properties=species:S:1:pos:R:3
H -1.4676 -0.1980 -0.1282
C 0.8726 -1.8988 -0.7772
H 1.6261 -2.6334 -0.4838
H -3.2175 1.3102 0.7927
H 0.8048 1.4882 0.1670
C 0.4104 0.5788 -0.3401
N -2.5113 1.7710 1.3483
H -0.5418 2.3586 1.3936
H 0.7787 -1.7201 -1.8951
C 1.3831 -0.6082 -0.1082
H 2.4305 -0.4670 -0.4297
C -1.2852 1.6005 0.9927
H 1.3732 -0.6518 0.9822
H 0.4323 0.7447 -1.4021
H -0.1583 -2.2303 -0.2813
N -0.9298 0.5557 0.1692
```

For the total energy, the calculation gives -7289.10418 eV. The gap between HOMO and LUMO is 9.729 eV. The calculation puts the molecular weight at 86.1 g/mol. The calculation puts the relative energy (zero: lowest compared OMol25 entry of this formula, charge and spin) at 1.515 eV. As for the SMILES: [H]/N=C\NCCC. The strongest force on any atom is 0.069 Eh/bohr.



No. 2
The following is a DFT calculation (ωB97M-V with the def2-TZVPD basis set) of the molecule C2H4N2OS2.

```
11
Properties=species:S:1:pos:R:3
C 0.4235 -0.5896 -0.0179
S 2.8602 -0.1484 -0.3530
S -2.0894 -0.4642 -0.5667
N 1.5310 -1.0799 -0.1696
H 2.4984 1.1492 -0.0146
H -1.3053 1.0523 1.1756
H -1.5034 1.9574 -0.3163
O 0.2113 0.7699 -0.2798
C -1.1810 1.0004 0.1222
N -0.7527 -1.2853 0.2491
H -0.6926 -2.3618 0.1711
```

For the total energy, the calculation gives -28835.09656 eV. The gap between HOMO and LUMO is 8.298 eV. The calculation puts the molecular weight at 136.2 g/mol. The calculation puts the relative energy (zero: lowest compared OMol25 entry of this formula, charge and spin) at 1.987 eV. As for the SMILES: S/N=C1/NSCO1. The strongest force on any atom is 0.059 Eh/bohr.



No. 3
The following is a DFT calculation (ωB97M-V with the def2-TZVPD basis set) of a structure of composition C27H22N5O6S2V.

```
63
Properties=species:S:1:pos:R:3
H -1.8980 0.4587 2.4211
S 1.6761 1.3612 0.5093
H -3.0336 4.2820 -2.5856
N -2.6562 3.3577 1.0089
H -2.4333 1.9352 3.2557
V -0.7262 0.0605 -0.9972
H -2.6040 -3.9072 2.9356
H 2.2695 -0.4457 2.6945
H 6.3734 1.2356 1.7586
O -0.9776 1.3727 -2.5371
H -0.7312 1.7326 2.7673
H 8.0119 -0.2734 0.3985
H 1.6769 -2.1442 4.3781
C 3.3017 0.6841 0.4631
C -0.6584 -1.5744 1.3659
O 1.5896 2.0616 1.7680
O -3.8374 5.6704 0.0134
C -2.1177 2.6098 -0.9444
C 0.5279 -0.8227 1.4896
C -2.2896 -3.1774 2.1994
O 1.4518 2.1124 -0.7028
C 3.5582 -0.4744 -0.2548
N -1.9886 -0.9793 -2.3455
C 5.8611 -0.4148 0.4853
C -3.3854 4.8913 -0.7968
H -2.9382 -2.4929 -5.7448
C -0.1497 -2.7097 3.4306
C -2.6937 -1.9353 0.1685
H -3.0172 3.9686 1.7245
C -1.7688 1.5378 2.4877
H -4.6711 -1.3801 -4.3126
C 5.5831 0.7547 1.1907
H -3.9648 -0.4351 -2.1339
C -1.0453 -1.5527 -3.1110
H 7.4139 -1.5085 1.5021
H 5.0354 -1.9253 -0.7934
N -1.7254 1.6821 -0.0113
H -0.5781 -2.5885 -4.9316
C -1.7796 2.3502 -2.3728
H -4.0642 -3.3184 0.9796
C 4.3112 1.3045 1.1896
H 4.0873 2.2012 1.7529
C -3.2485 -0.9252 -2.7854
C -2.7155 3.6546 -0.3309
N -1.4660 -1.2782 0.2448
H -3.3093 -1.7048 -0.6817
O -3.4690 5.0492 -2.0976
C 7.2366 -1.0296 0.5357
C -2.0511 2.1641 1.1730
H 7.3582 -1.7885 -0.2377
H 2.7672 -0.9525 -0.8170
C -3.0965 -2.8477 1.1088
C -1.3628 -2.1254 -4.3493
C -2.6678 -2.0688 -4.7851
S 0.5049 -1.4759 -2.3442
C 1.3651 -1.0269 2.5731
C 1.0155 -1.9845 3.5324
C -3.6410 -1.4530 -3.9940
C -1.0291 -2.5099 2.3442
N 0.6883 0.1208 0.4327
H -0.4158 -3.4327 4.1945
C 4.8369 -1.0138 -0.2390
O -2.2958 3.0639 -3.2400
```

For the total energy, the calculation gives -95456.44622 eV. The gap between HOMO and LUMO (spin up / spin down) is 6.733 / 4.887 eV. The calculation puts the molecular weight at 627.6 g/mol. Its multiplicity is 2. The calculation puts the relative energy (zero: lowest compared OMol25 entry of this formula, charge and spin) at 0.000 eV. The expectation value of S² is 1.201. The strongest force on any atom is 0.033 Eh/bohr. Its net charge is -1.



Which of these has the lowest relative energy (zero: lowest compared OMol25 entry of this formula, charge and spin)?
C27H22N5O6S2V